Below is a molecular structure, C19H25AuN3SSi in a non-equilibrium geometry, with properties calculated with ωB97M-V/def2-TZVPD.

Spin multiplicity   3
HOMO energy (alpha / beta)   -11.11 / -11.02 eV
Total charge   +1
Largest force on an atom   0.05936 hartree/bohr
Calculated total energy   -46972.3828 eV

The geometry in XYZ format:
```
50
Properties=species:S:1:pos:R:3:nbo_charge:R:1
C 0.48289 2.44099 0.26432 -0.17
C -0.57667 2.36353 -0.69194 -0.10
C -1.71241 1.80061 -0.04792 -0.37
H -0.52364 2.67550 -1.73582 0.24
C -1.38553 1.59061 1.32065 -0.10
C -0.01587 1.96082 1.51131 -0.40
H 0.52167 1.95564 2.45539 0.23
H 1.49576 2.77296 0.05844 0.23
H -2.67403 1.58012 -0.53301 0.23
H -2.06334 1.22298 2.09168 0.21
Au -0.50153 -4.32317 -0.36282 0.69
C -1.06353 -3.78387 -2.14870 -0.79
H -1.81909 -2.99937 -1.99386 0.23
H -1.40694 -4.61342 -2.79213 0.24
H -0.21349 -3.27273 -2.62524 0.22
Si 0.08910 -0.18849 -3.11893 1.20
C 1.74542 -0.63252 -3.76757 -0.51
C 2.72270 0.38514 -3.74309 -0.13
H 2.46869 1.35166 -3.30931 0.21
C 3.98938 0.13792 -4.27939 -0.23
H 4.73918 0.93080 -4.30832 0.22
C 4.31520 -1.12384 -4.79291 -0.18
H 5.29790 -1.31051 -5.24604 0.23
C 3.38816 -2.16499 -4.69895 -0.21
H 3.64021 -3.16952 -5.06240 0.22
C 2.11059 -1.93288 -4.16027 -0.19
H 1.36461 -2.73202 -4.06094 0.20
C -1.30669 0.35021 -4.18124 -0.48
C -0.96835 0.97657 -5.39795 -0.19
H -0.07523 0.67508 -5.94590 0.23
C -1.71193 2.08871 -5.80946 -0.20
H -1.36205 2.70079 -6.64015 0.23
C -2.86771 2.46228 -5.12381 -0.20
H -3.42056 3.35834 -5.41223 0.23
C -3.35090 1.65444 -4.09258 -0.21
H -4.30201 1.89874 -3.61475 0.22
C -2.59999 0.55992 -3.63834 -0.20
H -2.97446 -0.07132 -2.82749 0.21
H -0.34984 -1.01367 -1.96837 -0.21
H 0.47461 0.97251 -2.45180 -0.22
N 2.34087 -1.74758 0.68351 -0.62
N 1.30589 -1.34642 1.54574 -0.39
C 0.29738 -2.23449 1.68022 0.32
N -0.87810 -1.74401 2.08810 -0.75
S 0.58900 -3.92445 1.61337 -0.19
H 2.48125 -2.74454 0.87941 0.38
H 3.17463 -1.23568 0.92090 0.38
H 1.06002 -0.35725 1.45294 0.43
H -1.66243 -2.37344 2.18466 0.43
H -0.97787 -0.77749 2.37403 0.42
```

=====

Below is a molecular structure, C19H25BN6RhS5 in a non-equilibrium geometry, with properties calculated with ωB97M-V/def2-TZVPD.

Energy relative to the best compared isomer or geometry (same formula, charge and spin)   10.3 kJ/mol
HOMO energy (alpha / beta)   -10.21 / -10.20 eV
Total charge   +1
Largest force on an atom   0.03047 hartree/bohr
Calculated total energy   -86905.6550 eV

The geometry in XYZ format:
```
57
Properties=species:S:1:pos:R:3:nbo_charge:R:1
Rh -0.36808 -0.09024 0.19534 1.04
C -3.08595 0.65841 2.20490 -0.66
C -2.22109 1.78079 1.74907 0.20
C -2.32700 3.14690 1.99154 -0.33
C -1.27499 3.74891 1.31855 0.26
C -0.91377 5.19545 1.24826 -0.65
N -0.57849 2.78177 0.71031 -0.32
N -1.14975 1.58790 0.97108 -0.23
B 0.67342 2.83508 -0.15588 0.50
N 1.71836 1.94307 0.52376 -0.32
N 1.45782 0.62966 0.71912 -0.27
C 2.54153 0.04640 1.24778 0.21
C 2.59927 -1.40900 1.56491 -0.65
C 3.52381 1.02718 1.39061 -0.33
C 2.97195 2.20738 0.92337 0.26
C 3.58423 3.56612 0.85719 -0.65
N 0.30617 2.20402 -1.49858 -0.33
N -0.11899 0.91972 -1.54454 -0.26
C -0.28330 0.56039 -2.82435 0.23
C -0.72911 -0.79943 -3.24209 -0.66
C 0.05299 1.65931 -3.61655 -0.33
C 0.42052 2.67403 -2.75055 0.25
C 0.86310 4.06348 -3.06739 -0.65
H -3.81278 1.00678 2.93475 0.25
H -2.49187 -0.13468 2.65908 0.23
H -3.63002 0.23621 1.36051 0.24
H -3.08208 3.63670 2.58465 0.25
H -1.63150 5.77228 1.82601 0.24
H -0.92619 5.55785 0.22012 0.24
H 0.08174 5.37578 1.65426 0.24
H 1.06762 3.95299 -0.28164 0.00
H 1.71373 -1.91276 1.18698 0.22
H 2.66314 -1.57302 2.64109 0.24
H 3.47654 -1.86202 1.10366 0.25
H 4.51929 0.89422 1.78278 0.25
H 4.57407 3.53853 1.30561 0.24
H 2.98077 4.29706 1.39521 0.24
H 3.68254 3.90925 -0.17319 0.24
H -0.80937 -1.46092 -2.38450 0.23
H -0.01786 -1.23115 -3.94546 0.25
H -1.70028 -0.75465 -3.73500 0.25
H 0.03017 1.71067 -4.69315 0.25
H 0.80293 4.22554 -4.14065 0.24
H 1.89263 4.23393 -2.75064 0.24
H 0.23275 4.80036 -2.56964 0.24
C 0.60300 -4.71044 2.26737 -0.73
S -0.55883 -5.52675 1.14256 0.30
C -1.96620 -4.48919 1.27143 -0.39
C -2.06701 -3.20419 0.89146 -0.41
S -0.78613 -2.35121 0.08824 -0.25
S -3.63985 -2.46858 1.08886 0.45
C -4.45541 -3.84569 1.76380 -0.59
S -6.00446 -3.81622 2.23166 0.04
S -3.41112 -5.22995 1.88409 0.52
H 1.56320 -5.19283 2.09203 0.24
H 0.29403 -4.86788 3.29775 0.23
H 0.68322 -3.64829 2.04843 0.21
```

=====

Below is a molecular structure, C19H25Br36INS in a non-equilibrium geometry, with properties calculated with ωB97M-V/def2-TZVPD.

HOMO energy   -11.50 eV
Total charge   +1
Largest force on an atom   0.11485 hartree/bohr
Calculated total energy   -2562049.6783 eV

The geometry in XYZ format:
```
83
Properties=species:S:1:pos:R:3:lowdin_charge:R:1
C -2.02947 0.34474 0.86446 -0.13
C -0.41711 0.17543 0.59017 -0.27
C 0.12437 0.91096 -0.77398 -0.63
I 1.09589 -0.60904 -2.01567 0.90
N 0.93146 2.16956 -0.54509 -0.12
C 0.93329 3.03245 0.55808 0.10
C 1.93868 4.32463 0.36530 -0.10
C 2.95146 3.92294 -0.89601 -0.15
C 1.92563 2.78019 -1.54889 -0.59
S 0.82276 3.63680 -2.84339 0.65
H -2.27592 1.18219 1.67820 0.10
H -2.67967 0.47741 -0.10675 0.05
H -2.39080 -0.67367 1.36073 0.03
H 0.14239 0.48681 1.57463 0.10
H -0.22039 -0.99164 0.43978 0.09
H -0.85078 1.25157 -1.37311 0.12
H 0.30610 2.94459 1.54776 0.17
H 2.39745 4.85167 1.30421 0.14
H 1.20629 5.11694 -0.14036 0.14
H 2.95758 4.78436 -1.69467 0.12
H 3.97785 3.56612 -0.46219 0.05
H 2.66970 2.02730 -2.04751 -0.01
H 0.05761 2.54505 -3.36651 -0.08
C 5.50271 0.72661 0.33817 -1.54
Br 5.97712 2.23817 1.46706 0.59
Br 4.02901 -0.30019 1.08513 0.53
Br 5.14747 1.27497 -1.49406 0.63
H 6.37310 0.06279 0.31020 -0.01
C -5.60596 -0.70911 -1.10580 -1.61
Br -5.18485 0.94531 -2.03846 0.53
Br -4.28078 -2.09111 -1.44934 0.55
Br -5.87178 -0.41863 0.79917 0.56
H -6.55724 -1.07078 -1.50989 -0.18
C -0.63258 -4.28563 -1.90554 -1.61
Br -0.84950 -4.63435 -3.80702 0.57
Br -1.94671 -5.24486 -0.83925 0.57
Br 1.18389 -4.64095 -1.30710 0.55
H -0.81602 -3.21687 -1.75346 -0.08
C 3.43355 0.20106 5.54631 -1.56
Br 2.49342 1.10011 4.09988 0.48
Br 3.66727 -1.69663 5.18828 0.54
Br 5.12192 1.07225 5.96389 0.55
H 2.80251 0.28296 6.43744 -0.02
C -0.04291 -8.53815 -2.23512 -1.61
Br -0.25983 -8.88687 -4.13660 0.55
Br -1.35704 -9.49738 -1.16883 0.55
Br 1.77356 -8.89347 -1.63668 0.55
H -0.22635 -7.46939 -2.08305 -0.10
C -0.45316 5.79493 -6.45578 -1.58
Br 1.04385 4.55990 -6.58970 0.54
Br -1.72822 5.24184 -5.09476 0.52
Br 0.14201 7.62743 -6.18813 0.57
H -0.97821 5.76634 -7.41626 -0.02
C -4.90388 6.42364 -2.32076 -1.59
Br -5.84400 7.32268 -3.76719 0.58
Br -4.67015 4.52595 -2.67880 0.51
Br -3.21550 7.29482 -1.90318 0.54
H -5.53492 6.50554 -1.42963 -0.02
C 7.13770 0.08772 9.47249 -1.60
Br 7.45991 1.98432 9.18376 0.55
Br 5.23778 -0.31517 9.58216 0.54
Br 8.03471 -1.00988 8.14036 0.55
H 7.57507 -0.16674 10.44356 -0.02
C -2.79439 -1.63139 4.85459 -1.59
Br -0.94981 -1.01469 4.81585 0.53
Br -3.25298 -2.64309 3.25766 0.57
Br -3.19166 -2.62428 6.47948 0.58
H -3.42966 -0.73953 4.86147 -0.02
C -9.48372 -2.01866 -3.63155 -1.57
Br -10.55946 -0.76543 -4.65940 0.58
Br -8.05492 -2.79269 -4.70087 0.57
Br -8.80871 -1.21822 -1.99216 0.65
H -10.14437 -2.84090 -3.33746 -0.02
C 2.61803 -5.89557 5.51298 -1.59
Br 1.29819 -4.56370 6.03106 0.52
Br 2.39141 -6.45832 3.66474 0.56
Br 4.43293 -5.29266 5.86876 0.54
H 2.44547 -6.77718 6.13908 -0.02
C 2.21092 0.10991 -6.27045 -1.57
Br 0.36096 -0.35634 -5.89027 0.53
Br 2.42232 0.82636 -8.06657 0.58
Br 2.94789 1.30414 -4.92336 0.52
H 2.79020 -0.81826 -6.22623 -0.02
```

=====

Below is a molecular structure, C19H25Cl3GeN3O4Ru in a non-equilibrium geometry, with properties calculated with ωB97M-V/def2-TZVPD.

Spin multiplicity   5
Energy relative to the best compared isomer or geometry (same formula, charge and spin)   95.4 kJ/mol
HOMO energy (alpha / beta)   -18.26 / -18.18 eV
Total charge   +3
Largest force on an atom   0.09157 hartree/bohr
Calculated total energy   -129403.4387 eV

The geometry in XYZ format:
```
56
Properties=species:S:1:pos:R:3:nbo_charge:R:1
Ru 10.16746 4.98865 12.14611 1.07
C 12.04724 7.08996 13.82459 -0.10
C 10.98335 6.52916 14.76914 -0.08
O 10.62748 5.18257 14.17477 -0.56
C 10.53185 4.06164 15.04173 -0.12
C 9.98943 2.85786 14.20965 -0.13
O 10.62937 2.80994 12.84820 -0.57
C 12.04365 2.61566 13.00841 -0.12
C 12.68788 3.14893 11.71467 -0.09
O 12.27588 4.45157 11.32360 -0.61
C 13.31963 5.48289 11.51309 -0.11
C 12.59312 6.81216 11.42308 -0.10
O 11.56490 6.94283 12.44463 -0.56
H 12.97444 6.50573 13.82335 0.19
H 12.38464 8.06828 14.19564 0.25
H 10.16603 7.21976 14.79869 0.25
H 11.46605 6.44525 15.75561 0.25
H 9.88883 4.31653 15.90847 0.27
H 11.46885 3.70706 15.47560 0.22
H 8.85731 2.83272 14.05254 0.25
H 10.08912 1.92810 14.72841 0.25
H 12.25996 1.47751 13.06762 0.25
H 12.38301 3.09761 13.91277 0.20
H 12.34521 2.53293 10.83358 0.22
H 13.73236 3.12103 11.79838 0.23
H 14.03580 5.58932 10.69999 0.24
H 13.79747 5.29801 12.50279 0.21
H 12.02553 6.91874 10.51651 0.21
H 13.32074 7.67053 11.70298 0.25
C 8.80566 2.73142 8.80513 -0.22
C 9.22825 3.28061 10.04518 0.14
N 9.51306 4.59143 10.23866 -0.53
C 9.42398 5.46527 9.13953 0.13
C 9.13234 5.00556 7.87872 -0.07
C 8.75267 3.66717 7.77869 -0.04
C 9.39308 5.56664 6.56753 0.00
C 9.60415 6.86389 6.30771 -0.01
C 8.99685 8.01126 6.96164 0.11
C 9.31695 9.30552 6.62612 -0.13
C 8.61366 10.37338 7.21722 0.10
N 7.76304 10.11206 8.19234 -0.32
C 7.52362 8.86279 8.48480 0.28
N 8.08352 7.81745 7.90953 -0.45
H 8.29916 1.74935 8.77119 0.30
H 9.41954 2.70444 10.96432 0.25
H 9.67822 6.50914 9.46355 0.25
H 8.36462 3.38940 6.83626 0.25
H 9.41988 4.86063 5.72299 0.28
H 10.31557 7.17872 5.56111 0.27
H 9.92156 9.39054 5.73255 0.25
H 8.70322 11.40010 6.83699 0.26
H 6.77468 8.67059 9.24351 0.22
Cl 7.39986 7.57825 12.33888 -0.32
Ge 7.95747 5.52741 12.57416 1.06
Cl 7.39545 5.46152 14.82011 -0.36
Cl 6.48834 4.20928 11.67571 -0.33
```

=====

Q: Which value of calculated total energy does entry 1 give?
A: -46972.3828 eV

=====

Q: The lowest calculated total energy belongs to which entry?
A: C19H25Br36INS